Record 1
The following is a quantum chemistry calculation of C49H53GeN2O3S2Sb2W as an isolated structure, from the Open Molecules 2025 dataset.

Element x y z (Å)
W -1.208 0.362 -0.149
C -2.815 4.246 1.498
C -2.516 2.783 1.341
N -1.950 2.347 0.242
N -1.897 3.326 -0.757
C -2.007 2.862 -1.945
S -2.128 1.173 -2.330
S -2.237 3.998 -3.297
C -0.831 5.144 -3.175
C -0.673 5.963 -1.921
C 0.607 6.204 -1.438
C 0.807 7.012 -0.326
C -0.279 7.584 0.317
C -1.563 7.350 -0.164
C -1.758 6.544 -1.274
C -2.928 1.877 2.413
C -3.896 2.303 3.342
C -4.380 1.461 4.316
C -3.899 0.155 4.405
C -2.941 -0.295 3.522
C -2.463 0.558 2.530
O -1.494 0.116 1.724
H -2.124 4.845 0.914
H -2.760 4.527 2.547
H -3.820 4.470 1.132
H -1.030 5.801 -4.027
H 0.089 4.610 -3.400
H 1.462 5.764 -1.942
H 1.812 7.193 0.034
H -0.129 8.219 1.180
H -2.414 7.804 0.327
H -2.760 6.352 -1.638
H -4.297 3.303 3.274
H -5.137 1.812 5.004
H -4.281 -0.512 5.166
H -2.542 -1.300 3.569
C 1.306 3.545 0.523
Sb 1.014 1.545 1.159
C 0.630 1.861 3.228
C 3.067 0.878 1.160
C 3.834 1.626 0.114
C 4.602 2.726 0.488
C 5.253 3.506 -0.454
C 5.143 3.184 -1.799
C 4.398 2.080 -2.179
C 3.736 1.288 -1.242
C 2.949 0.103 -1.712
Sb 0.851 0.471 -2.093
C 0.500 -1.072 -3.497
C 1.101 2.083 -3.448
H 1.973 4.071 1.205
H 0.343 4.054 0.473
H 1.752 3.546 -0.471
H 0.189 2.850 3.347
H 1.570 1.821 3.776
H -0.051 1.107 3.612
H 3.086 -0.202 1.021
H 3.447 1.099 2.158
H 4.688 2.974 1.540
H 5.847 4.353 -0.140
H 5.651 3.778 -2.547
H 4.339 1.812 -3.228
H 3.021 -0.757 -1.045
H 3.311 -0.219 -2.690
H 1.429 -1.293 -4.021
H -0.246 -0.712 -4.205
H 0.135 -1.962 -2.996
H 1.827 1.762 -4.194
H 1.479 2.969 -2.938
H 0.147 2.295 -3.926
O -1.407 -1.534 -1.010
C -2.641 -1.654 -0.620
O -3.163 -0.614 -0.154
C -3.398 -2.928 -0.756
C -2.633 -4.256 -0.673
Ge -0.751 -4.436 -0.106
C 0.547 -4.178 -1.539
C 1.863 -3.776 -1.310
C 2.796 -3.761 -2.340
C 2.427 -4.154 -3.619
C 1.125 -4.567 -3.861
C 0.198 -4.581 -2.829
C -0.302 -3.406 1.498
C 0.604 -2.348 1.512
C 0.990 -1.751 2.707
C 0.448 -2.181 3.908
C -0.473 -3.220 3.910
C -0.831 -3.833 2.718
C -0.574 -6.320 0.396
C 0.684 -6.770 0.802
C 0.890 -8.093 1.159
C -0.165 -8.995 1.111
C -1.418 -8.567 0.706
C -1.620 -7.238 0.352
H -3.916 -2.845 -1.718
H -4.184 -2.873 -0.004
H -2.699 -4.789 -1.623
H -3.167 -4.886 0.039
H 2.185 -3.505 -0.310
H 3.817 -3.461 -2.139
H 3.156 -4.153 -4.420
H 0.833 -4.888 -4.853
H -0.810 -4.923 -3.039
H 1.029 -1.987 0.579
H 1.731 -0.959 2.706
H 0.752 -1.721 4.839
H -0.892 -3.570 4.845
H -1.512 -4.678 2.744
H 1.521 -6.079 0.839
H 1.872 -8.422 1.473
H -0.007 -10.030 1.387
H -2.243 -9.267 0.662
H -2.610 -6.934 0.033

## Properties
HOMO (spin up / spin down), eV: -9.9 / -10.0
Electronic energy, Ha: -5654.94320
Relative energy (zero: lowest compared OMol25 entry of this formula, charge and spin), eV: 0.786
Net charge: +1

=====

Record 2
The following is a quantum chemistry calculation of a 2-piece molecular cluster, C2H5OP overall in a non-equilibrium geometry, from the Open Molecules 2025 dataset.

Element x y z (Å)
C 0.467 2.865 0.126
C 0.029 -0.821 0.262
O -0.543 3.155 0.628
P 0.116 0.008 -1.395
H 1.412 2.976 0.684
H -0.228 -1.885 0.238
H -0.566 -0.374 1.010
H 0.972 -0.991 0.673
H -1.231 0.625 -1.208

## Properties
HOMO (spin up / spin down), eV: -8.6 / -8.2
Electronic energy, Ha: -495.65003
Relative energy (zero: lowest compared OMol25 entry of this formula, charge and spin), eV: 3.551